Record 1
Entry from OMol25: C38H43F4GeN11OScSe as an isolated structure (ωB97M-V/def2-TZVPD).

Positions of all 100 atoms, in Å:
Sc: 1.97223 2.15495 -1.18783
C: 2.71091 3.06111 -3.96713
N: 1.54053 2.33209 -3.44741
C: 0.25913 3.08040 -3.80145
C: 1.43258 0.90972 -3.98188
C: 2.48062 -0.02157 -3.38497
N: 2.74124 0.38551 -1.99530
C: 3.73797 -0.19054 -1.24309
C: 3.59622 -0.08611 0.15545
F: 2.51796 0.75476 0.58927
C: 4.44869 -0.64089 1.10118
F: 4.17138 -0.51629 2.40151
C: 5.56644 -1.34210 0.69009
C: 5.83035 -1.31170 -0.67208
F: 6.94458 -1.92994 -1.08642
C: 5.00541 -0.75699 -1.64584
F: 5.38730 -0.82378 -2.94758
H: 2.57960 3.08776 -5.06267
H: 2.69919 4.09399 -3.60611
H: 3.66917 2.57913 -3.70930
H: 0.20866 3.24170 -4.86533
H: -0.54721 2.39565 -3.44943
H: 0.19757 4.01786 -3.29133
H: 0.40765 0.57165 -3.67005
H: 1.40289 0.89865 -5.10701
H: 2.09244 -1.09625 -3.28124
H: 3.41952 -0.04154 -3.95299
H: 6.28862 -1.69299 1.44543
N: -1.15354 3.03144 1.38442
C: -1.75620 1.76768 1.10497
C: -0.98590 1.16662 0.14896
N: 0.06824 2.06315 -0.20820
C: -0.00155 3.12738 0.66599
C: 1.17437 3.94349 0.92187
N: 2.22233 3.89413 0.04578
C: 3.03719 4.99355 0.38452
C: 2.53475 5.64847 1.43675
N: 1.34568 4.99915 1.74529
H: -1.20947 3.47358 2.33446
H: -2.72943 1.52060 1.57323
H: -1.22668 0.28810 -0.44193
H: 3.87717 5.26177 -0.22329
H: 2.80536 6.58379 1.95059
H: 0.62986 5.19907 2.46949
C: -3.64037 -3.22724 2.85308
N: -2.52906 -3.32861 1.91036
C: -1.27906 -2.88421 2.35066
C: -0.32420 -2.64702 1.46444
C: -0.57827 -3.04323 0.13895
N: -1.78017 -3.41920 -0.31085
C: -2.79974 -3.38346 0.58558
O: -3.98287 -3.65259 0.20168
N: 0.47438 -3.07557 -0.66722
H: -4.11689 -2.20375 2.86883
H: -3.32603 -3.50499 3.84029
H: -4.39963 -3.93913 2.53694
H: -1.26041 -2.57872 3.38806
H: 0.57617 -2.15637 1.80163
H: 1.38806 -2.85530 -0.29113
H: 0.41317 -3.69767 -1.46013
C: 3.12749 1.88146 5.33554
N: 2.10527 2.78792 5.82782
C: 2.25014 3.91866 6.60928
C: 1.02806 4.47142 6.83087
N: 0.10326 3.61865 6.25236
C: -1.32123 3.83046 6.12020
C: 0.74988 2.50132 5.71008
Se: -0.06948 1.25840 4.69521
H: 3.26992 1.07941 6.02155
H: 4.04820 2.44139 5.21365
H: 2.76711 1.41136 4.40472
H: 3.23370 4.27061 6.82152
H: 0.61911 5.29465 7.45775
H: -1.57182 4.39724 5.21281
H: -1.65398 4.44864 6.95594
H: -1.84606 2.84534 6.12897
Ge: -4.37264 -3.85241 -1.70517
C: -3.26182 -5.26366 -2.47041
C: -3.30270 -6.57166 -2.05256
C: -2.54810 -7.51952 -2.77704
C: -1.83118 -7.17908 -3.91737
C: -1.73275 -5.78418 -4.26664
C: -2.44593 -4.87309 -3.53858
C: -4.11662 -1.90330 -2.25852
C: -3.85419 -0.83239 -1.34656
C: -3.81893 0.48078 -1.73957
C: -4.00323 0.89519 -3.02742
C: -4.14384 -0.13919 -3.98132
C: -4.29533 -1.47961 -3.60727
H: -5.85253 -4.33480 -1.50493
H: -3.73336 -6.83612 -1.05962
H: -2.51533 -8.52450 -2.43512
H: -1.40229 -7.93920 -4.54175
H: -1.07173 -5.47325 -5.08598
H: -2.37755 -3.83866 -3.89016
H: -3.75325 -1.10826 -0.25540
H: -3.66714 1.24132 -0.99575
H: -4.19756 1.90678 -3.25041
H: -4.29546 0.17901 -5.02247
H: -4.47498 -2.18633 -4.39877

Forces on atoms 1 to 2 (eV/Å):
0.21 -2.25 -1.62
-0.11 -0.11 -0.80

Properties
relative energy (zero: lowest compared OMol25 entry of this formula, charge and spin): 101.6 kJ/mol
E_tot: -7789.1432 hartree
total charge: +3
highest occupied orbital energy: -13.671 eV

---

Record 2
Entry from OMol25: an isolated ion of composition C6H9N and charge -1 (ωB97M-V/def2-TZVPD).

Positions of all 16 atoms, in Å:
C: -0.47494 -2.23052 -1.30666
C: -0.20361 -0.85361 -0.76481
C: -1.06489 0.20649 -0.89523
N: -0.65017 1.20912 -0.08378
C: 0.46479 0.82028 0.61909
C: 0.73729 -0.46350 0.24477
C: 1.00827 1.74281 1.67034
H: -1.53763 -2.39066 -1.46399
H: -0.08328 -2.99296 -0.62872
H: 0.01087 -2.38727 -2.27822
H: -1.90869 0.32296 -1.55794
H: -0.99236 2.15681 0.00747
H: 1.37048 -1.19317 0.72079
H: 0.56201 1.50723 2.63892
H: 0.66384 2.76556 1.44742
H: 2.09802 1.78044 1.63054

Forces on atoms 1 to 2 (eV/Å):
0.77 0.22 -0.31
-1.06 -0.03 0.75

Properties
multiplicity: 2
relative energy (zero: lowest compared OMol25 entry of this formula, charge and spin): 0.0 kJ/mol
E_tot: -288.7209 hartree
total charge: -1
highest occupied orbital energy (spin up / spin down): 1.329 / -4.188 eV
⟨S²⟩: 0.750

---

Record 3
Entry from OMol25: a 3-piece molecular cluster, C37H72N6O5P overall (ωB97M-V/def2-TZVPD).

Positions of all 121 atoms, in Å:
C: 8.28697 0.46182 3.10606
C: 7.59896 1.37871 2.08767
C: 8.56397 2.04169 1.09534
C: 8.49854 1.46496 -0.31903
C: 8.83195 -0.02858 -0.41747
C: 8.02173 -0.74429 -1.51926
C: 6.74792 -1.28030 -0.88373
C: 5.80585 -1.95358 -1.88498
C: 4.66773 -2.75793 -1.22670
C: 4.04328 -1.94596 -0.08539
C: 2.64803 -2.40309 0.32776
C: 1.52982 -1.82622 -0.56649
C: 0.64175 -0.74332 0.14324
C: 0.69748 0.52638 -0.62287
N: 1.73619 1.36616 -0.64043
N: 2.97060 1.26913 0.04226
C: 2.87109 1.21536 1.28128
O: 2.94073 1.22432 2.40610
C: 1.50098 2.46098 -1.49501
C: 2.44981 3.55767 -1.79024
C: 3.04787 4.28850 -0.54262
N: 4.48713 4.18390 -0.42255
C: 0.25399 2.22919 -1.96454
N: -0.24955 1.04516 -1.43849
P: -1.88602 0.44360 -1.86461
O: -1.90306 -1.12545 -1.50341
O: -2.79578 1.07048 -0.70315
H: 7.54194 -0.15738 3.60167
H: 9.02299 -0.17619 2.62294
H: 8.78983 1.03550 3.88048
H: 7.13395 2.16870 2.67863
H: 6.78419 0.84182 1.59813
H: 9.57983 2.04233 1.48671
H: 8.28288 3.09326 1.02251
H: 9.22037 2.02578 -0.91277
H: 7.50995 1.68670 -0.73026
H: 9.90083 -0.11544 -0.60387
H: 8.64752 -0.51465 0.53763
H: 7.79525 -0.01213 -2.29237
H: 8.64909 -1.54481 -1.90623
H: 6.98730 -1.96465 -0.07042
H: 6.24243 -0.40565 -0.47255
H: 5.34672 -1.14933 -2.46430
H: 6.36800 -2.59267 -2.56324
H: 5.02453 -3.72683 -0.89006
H: 3.90268 -2.87670 -1.99669
H: 4.70061 -2.03079 0.78035
H: 4.06556 -0.89818 -0.37282
H: 2.47013 -2.02995 1.33598
H: 2.60827 -3.48752 0.34964
H: 1.90424 -1.44940 -1.51742
H: 0.85344 -2.64533 -0.80204
H: 0.97211 -0.57358 1.16561
H: -0.37383 -1.11476 0.17151
H: 1.99807 4.23819 -2.50514
H: 3.28800 3.10066 -2.31872
H: 2.73238 5.32545 -0.50740
H: 2.63558 3.80734 0.34118
H: 4.96829 4.54892 -1.23296
H: 4.78127 3.23082 -0.26312
H: -0.31182 2.81249 -2.66846
H: -1.53666 -1.62544 -2.25021
H: -3.60063 0.54077 -0.58613
C: -5.14776 -6.86732 -2.00565
C: -3.66673 -6.45302 -2.11661
C: -2.82788 -7.48783 -1.37027
C: -3.04387 -7.41611 0.14390
C: -2.81109 -6.00133 0.68119
C: -3.49802 -4.88043 -0.10749
N: -3.39479 -5.07995 -1.58524
O: -2.21827 -4.69332 -1.98106
C: -4.97952 -4.73190 0.28981
C: -2.86523 -3.55431 0.28860
C: -3.39275 -6.47064 -3.61794
H: -5.29993 -7.78696 -2.56958
H: -5.47524 -7.09610 -0.99596
H: -5.81024 -6.10722 -2.42175
H: -1.76530 -7.34670 -1.59120
H: -3.08217 -8.48659 -1.72898
H: -4.04536 -7.76085 0.41048
H: -2.35697 -8.10336 0.64059
H: -3.12620 -5.94758 1.72503
H: -1.73074 -5.82288 0.68144
H: -5.45249 -3.94800 -0.30399
H: -5.06102 -4.44514 1.33868
H: -5.56942 -5.63566 0.17783
H: -1.78237 -3.55866 0.16430
H: -3.06561 -3.33741 1.33802
H: -3.27526 -2.73969 -0.30566
H: -4.05248 -5.76862 -4.13084
H: -3.58284 -7.46498 -4.01925
H: -2.36615 -6.20878 -3.86666
C: -7.36541 5.90612 0.77691
C: -6.61265 5.65400 2.09926
C: -5.53734 6.72781 2.24557
C: -4.40993 6.55048 1.22597
C: -3.81710 5.13906 1.27952
C: -4.84075 3.99787 1.29276
N: -6.00273 4.28982 2.18293
O: -5.65436 4.05776 3.41126
C: -5.35019 3.67533 -0.12616
C: -4.13009 2.72135 1.73421
C: -7.69480 5.78229 3.16731
H: -7.92928 6.83451 0.86267
H: -6.72169 6.04417 -0.08741
H: -8.07284 5.10502 0.55882
H: -5.11705 6.70949 3.25560
H: -5.98970 7.71352 2.12313
H: -4.76121 6.77442 0.21574
H: -3.62046 7.27684 1.42845
H: -3.13345 4.99621 0.43855
H: -3.20348 5.07266 2.18349
H: -6.09623 2.87951 -0.08549
H: -4.52598 3.32588 -0.75108
H: -5.79074 4.51702 -0.65125
H: -3.61468 2.83627 2.68626
H: -3.37928 2.43817 0.99911
H: -4.83366 1.89062 1.82930
H: -8.48102 5.04470 2.99887
H: -8.14676 6.77247 3.12247
H: -7.31460 5.64144 4.17689

Forces on atoms 1 to 2 (eV/Å):
-0.28 -0.04 -0.24
0.40 0.24 0.76

Properties
multiplicity: 3
relative energy (zero: lowest compared OMol25 entry of this formula, charge and spin): 0.0 kJ/mol
E_tot: -2498.7619 hartree
total charge: +1
highest occupied orbital energy (spin up / spin down): -10.180 / -11.014 eV
⟨S²⟩: 2.008

---

Looking at max |F| for the records above, in order, we have 0.0666; 0.0252; 0.0532 Eh/bohr.